Record 1
# C4H10O2

A 2-piece molecular cluster, C4H10O2 overall at a distorted geometry (the ωB97M-V functional and the def2-TZVPD basis, OMol25).

Its spin multiplicity is 1. Its total charge is 0. As for the SMILES: C/C=C(/C)O.O. For the HOMO energy, the calculation gives -8.327 eV.

Bonds (Å) are listed after each position.
Geometry (Å):
1 C -1.895 -0.080 -0.839  C2 1.503, H6 1.088, H7 1.093, H8 1.088
2 C -0.502 -0.017 -0.279  C1 1.503, C3 1.321, H9 1.088
3 C -0.238 0.407 0.945  C2 1.321, C4 1.506, O5 1.393
4 C 1.141 0.546 1.533  C3 1.506, H10 1.094, H11 1.087, H12 1.084
5 O -1.292 0.615 1.831  C3 1.393, H13 0.964
6 H -1.889 0.331 -1.846  C1 1.088
7 H -2.360 -1.069 -0.819  C1 1.093
8 H -2.519 0.548 -0.205  C1 1.088
9 H 0.311 -0.510 -0.807  C2 1.088
10 H 1.689 -0.380 1.334  C4 1.094
11 H 1.716 1.244 0.929  C4 1.087
12 H 1.201 0.850 2.572  C4 1.084
13 H -1.012 1.268 2.482  O5 0.964
14 O 1.582 -1.184 -2.533  H15 0.961, H16 0.968
15 H 2.164 -0.542 -2.116  O14 0.961
16 H 1.903 -2.028 -2.182  O14 0.968

***

Record 2
# C4H10O2

A 2-piece molecular cluster, C4H10O2 overall at a distorted geometry (the ωB97M-V functional and the def2-TZVPD basis, OMol25).

Its spin multiplicity is 1. Its total charge is 0. As for the SMILES: C[C@H]1CO1.CO. For the HOMO energy, the calculation gives -9.948 eV.

Bonds (Å) are listed after each position.
Geometry (Å):
1 C -0.013 1.738 0.700  C2 1.485, H5 1.086, H6 1.082, H7 1.148
2 C -0.771 1.051 -0.377  C1 1.485, C3 1.466, O4 1.505, H8 1.084
3 C -1.703 -0.031 -0.044  C2 1.466, O4 1.402, H9 1.086, H10 1.090
4 O -2.249 1.253 -0.180  C2 1.505, C3 1.402
5 H 0.366 2.708 0.391  C1 1.086
6 H 0.757 1.101 1.115  C1 1.082
7 H -0.891 1.834 1.432  C1 1.148
8 H -0.434 1.157 -1.401  C2 1.084
9 H -1.978 -0.739 -0.820  C3 1.086
10 H -1.714 -0.429 0.970  C3 1.090
11 C 1.272 -1.900 -0.160  O12 1.412, H13 1.085, H14 1.093, H15 1.094
12 O 1.427 -0.752 -0.967  C11 1.412, H16 0.965
13 H 0.298 -2.317 -0.396  C11 1.085
14 H 2.037 -2.651 -0.374  C11 1.093
15 H 1.302 -1.657 0.907  C11 1.094
16 H 2.294 -0.364 -0.796  O12 0.965

***

Record 3
# C4H10O2

One molecule with the formula C4H10O2 (the ωB97M-V functional and the def2-TZVPD basis, OMol25).

Its spin multiplicity is 1. Its total charge is 0. As for the SMILES: COCCOC. For the HOMO energy, the calculation gives -9.864 eV.

Bonds (Å) are listed after each position.
Geometry (Å):
1 C -1.150 2.698 0.300  O2 1.403, H7 1.093, H8 1.101, H9 1.102
2 O -1.089 1.308 0.478  C1 1.403, C3 1.407
3 C 0.158 0.769 0.114  O2 1.407, C4 1.520, H10 1.102, H11 1.103
4 C 0.056 -0.742 0.243  C3 1.520, O5 1.405, H12 1.102, H13 1.101
5 O 1.084 -1.320 -0.522  C4 1.405, C6 1.403
6 C 0.990 -2.719 -0.574  O5 1.403, H14 1.092, H15 1.101, H16 1.101
7 H -2.172 3.009 0.529  C1 1.093
8 H -0.455 3.227 0.969  C1 1.101
9 H -0.915 2.982 -0.738  C1 1.102
10 H 0.406 1.015 -0.931  C3 1.102
11 H 0.963 1.172 0.752  C3 1.103
12 H 0.133 -1.055 1.296  C4 1.102
13 H -0.936 -1.049 -0.125  C4 1.101
14 H 1.840 -3.083 -1.154  C6 1.092
15 H 1.029 -3.172 0.429  C6 1.101
16 H 0.059 -3.042 -1.066  C6 1.101

***

Summary of LUMO energy in eV
0.669, 0.810, 1.109
(order as listed above)
Summary of ΔE to the lowest compared entry with this formula, charge and spin in kJ/mol
128.5, 243.1, 159.0
(order as listed above)
Summary of Kohn-Sham gap in eV
8.996, 10.758, 10.972
(order as listed above)